[1]
{
  "formula": "CHFOS2",
  "method": "the ωB97M-V functional and the def2-TZVPD basis",
  "symbols": ["C", "O", "F", "S", "S", "H"],
  "positions_angstrom": [[-1.607, -0.156, -0.597], [-1.861, 0.827, -1.096], [0.952, 1.173, -0.017], [-1.197, -1.469, 0.133], [1.917, -0.157, 0.150], [1.797, -0.218, 1.427]],
  "nbo_charge": [0.46, -0.44, -0.48, -0.02, 0.41, 0.08],
  "e_above_lowest_kcal_mol": 2.6,
  "total_energy_ha": -1010.1600,
  "lumo_energy_ha": -0.00441,
  "total_charge": 0,
  "homo_lumo_gap_ev": 9.4,
  "smiles": "O=C=S.FS"
}

[2]
{
  "formula": "CHI2NO2",
  "method": "the ωB97M-V functional and the def2-TZVPD basis",
  "symbols": ["C", "N", "O", "O", "I", "I", "H"],
  "positions_angstrom": [[-0.678, -0.389, 0.055], [0.040, 0.013, 1.858], [0.375, -0.970, 2.400], [-0.027, 1.141, 2.185], [-2.654, 0.249, 0.118], [-0.205, -2.507, 0.118], [-0.122, -0.056, -0.766]],
  "nbo_charge": [-0.56, 0.57, -0.32, -0.33, 0.25, 0.20, 0.19],
  "e_above_lowest_kcal_mol": 24.6,
  "total_energy_ha": -839.1620,
  "lumo_energy_ha": -0.02119,
  "total_charge": 0,
  "homo_lumo_gap_ev": 9.1
}

[3]
{
  "formula": "CHI3O",
  "method": "the ωB97M-V functional and the def2-TZVPD basis",
  "symbols": ["C", "O", "I", "I", "I", "H"],
  "positions_angstrom": [[-0.194, 1.948, 0.788], [0.797, 2.039, 1.360], [-1.834, -0.839, -1.671], [0.526, -2.427, 1.213], [2.607, -1.484, -0.152], [-1.901, 0.763, -1.537]],
  "nbo_charge": [0.50, -0.50, -0.10, 0.02, -0.03, 0.11],
  "e_above_lowest_kcal_mol": 0.0,
  "total_energy_ha": -1006.9509,
  "lumo_energy_ha": [0.01443, -0.13144],
  "total_charge": 0,
  "homo_lumo_gap_ev": [7.8, 5.6],
  "spin_multiplicity": 3
}

[4]
{
  "formula": "CHI4N",
  "method": "the ωB97M-V functional and the def2-TZVPD basis",
  "symbols": ["C", "N", "I", "I", "I", "I", "H"],
  "positions_angstrom": [[3.743, -0.054, 0.044], [0.232, 0.054, -0.737], [5.375, 1.065, -0.795], [3.510, 0.298, 2.152], [3.868, -2.148, -0.407], [1.897, 0.894, -1.058], [-0.230, 0.441, 0.084]],
  "nbo_charge": [-1.01, -1.07, 0.22, 0.23, 0.24, 1.04, 0.34],
  "e_above_lowest_kcal_mol": 82.2,
  "total_energy_ha": -1284.0829,
  "lumo_energy_ha": [-0.05860, -0.05860],
  "total_charge": 0,
  "homo_lumo_gap_ev": [7.3, 7.3]
}

[5]
{
  "formula": "CHI4N",
  "method": "the ωB97M-V functional and the def2-TZVPD basis",
  "symbols": ["C", "N", "I", "I", "I", "I", "H"],
  "positions_angstrom": [[1.092, 0.728, 0.780], [0.469, 0.776, 1.866], [-3.408, -0.938, -2.544], [0.521, -0.428, -0.885], [2.930, 1.937, 0.721], [-2.536, -3.447, -2.592], [0.932, 1.372, 2.655]],
  "nbo_charge": [-0.04, -0.65, 0.01, 0.24, 0.06, 0.00, 0.39],
  "e_above_lowest_kcal_mol": 0.0,
  "total_energy_ha": -1284.2139,
  "lumo_energy_ha": -0.06523,
  "total_charge": 0,
  "homo_lumo_gap_ev": 7.7
}

[6]
{
  "formula": "CHIP2",
  "method": "the ωB97M-V functional and the def2-TZVPD basis",
  "symbols": ["C", "P", "P", "I", "H"],
  "positions_angstrom": [[1.014, -0.001, -0.044], [-0.515, 0.207, -0.858], [0.428, 1.466, 0.593], [-2.533, -0.876, 0.239], [1.606, -0.797, 0.069]],
  "nbo_charge": [-0.88, 0.41, 0.51, -0.26, 0.22],
  "e_above_lowest_kcal_mol": 4.0,
  "total_energy_ha": -1019.0601,
  "lumo_energy_ha": -0.04184,
  "total_charge": 0,
  "homo_lumo_gap_ev": 7.6,
  "smiles": "IP1#P=C1"
}

[7]
{
  "formula": "CHIrLiO2",
  "method": "the ωB97M-V functional and the def2-TZVPD basis",
  "symbols": ["O", "C", "O", "Li", "Ir", "H"],
  "positions_angstrom": [[-0.627, -1.697, 1.697], [0.130, -0.132, -0.134], [0.282, 1.087, -0.117], [1.158, 2.396, -1.007], [-1.557, -0.875, 0.455], [0.613, -0.779, -0.893]],
  "nbo_charge": [-0.14, -0.14, -0.37, 0.99, 1.34, 0.31],
  "total_energy_ha": -300.0502,
  "lumo_energy_ha": [-0.41287, -0.52832],
  "total_charge": 2,
  "homo_lumo_gap_ev": [6.4, 7.7],
  "spin_multiplicity": 6
}

[8]
{
  "formula": "CHLi2O3",
  "method": "the ωB97M-V functional and the def2-TZVPD basis",
  "symbols": ["O", "C", "H", "O", "O", "Li", "Li"],
  "positions_angstrom": [[3.907, -0.611, 0.501], [2.836, -0.065, 0.553], [2.338, -0.352, -0.713], [1.627, -2.041, -0.862], [1.467, -1.076, -0.146], [1.831, -3.363, 0.473], [3.622, -2.283, -0.766]],
  "nbo_charge": [-0.66, 0.42, 0.41, -0.75, -0.29, 0.96, 0.92],
  "e_above_lowest_kcal_mol": 125.5,
  "total_energy_ha": -279.0333,
  "lumo_energy_ha": [-0.20548, -0.20548],
  "total_charge": 1,
  "homo_lumo_gap_ev": [7.7, 7.7]
}

[9]
{
  "formula": "CHLiO2Pt",
  "method": "the ωB97M-V functional and the def2-TZVPD basis",
  "symbols": ["O", "C", "H", "O", "Li", "Pt"],
  "positions_angstrom": [[-3.834, 0.300, -0.102], [-2.792, 0.738, -0.138], [-0.473, 1.225, 0.114], [-0.012, 0.364, 0.010], [-1.184, -1.029, 0.120], [1.638, 0.333, -0.052]],
  "nbo_charge": [-0.34, 0.38, 0.55, -0.84, 0.96, 1.28],
  "e_above_lowest_kcal_mol": 0.0,
  "total_energy_ha": -315.1603,
  "lumo_energy_ha": [-0.41298, -0.50219],
  "total_charge": 2,
  "homo_lumo_gap_ev": [10.6, 8.8],
  "spin_multiplicity": 3
}

[10]
{
  "formula": "CHLiO2Ru",
  "method": "the ωB97M-V functional and the def2-TZVPD basis",
  "symbols": ["H", "O", "C", "O", "Li", "Ru"],
  "positions_angstrom": [[-0.307, -0.704, -1.036], [0.254, -0.428, 0.407], [-0.848, -0.123, -0.323], [-0.926, 1.064, -0.562], [1.874, -1.298, 0.219], [-0.047, 1.489, 1.295]],
  "nbo_charge": [0.35, -0.71, 0.66, -0.34, 1.00, 2.05],
  "e_above_lowest_kcal_mol": 59.2,
  "total_energy_ha": -289.9434,
  "lumo_energy_ha": [-0.64795, -0.78373],
  "total_charge": 3,
  "homo_lumo_gap_ev": [11.4, 7.0],
  "spin_multiplicity": 6
}

[11]
{
  "formula": "CHLiOTb",
  "method": "the ωB97M-V functional and the def2-TZVPD basis",
  "symbols": ["H", "O", "C", "Tb", "Li"],
  "positions_angstrom": [[-0.284, 0.012, 0.644], [-1.332, -1.124, -1.075], [-1.333, -0.940, 0.049], [0.985, 1.941, 0.729], [1.964, 0.111, -0.346]],
  "lowdin_charge": [-0.24, -0.02, -0.17, 1.07, 0.35],
  "e_above_lowest_kcal_mol": 0.0,
  "total_energy_ha": -945.4419,
  "lumo_energy_ha": [-0.17210, -0.16726],
  "total_charge": 1,
  "homo_lumo_gap_ev": [6.9, 6.2],
  "spin_multiplicity": 7
}

[12]
{
  "formula": "CHMgO2Rb",
  "method": "the ωB97M-V functional and the def2-TZVPD basis",
  "symbols": ["H", "O", "C", "O", "Rb", "Mg"],
  "positions_angstrom": [[0.803, -1.298, -0.717], [1.140, 0.633, -1.258], [0.644, -0.228, -0.504], [-0.289, 0.135, 0.296], [-2.330, -1.324, 2.529], [0.032, 2.083, -0.348]],
  "nbo_charge": [0.19, -0.77, 0.65, -0.90, 1.00, 1.83],
  "total_energy_ha": -412.8276,
  "lumo_energy_ha": -0.38197,
  "total_charge": 2,
  "homo_lumo_gap_ev": 9.1
}

[13]
{
  "formula": "CHN2O2P",
  "method": "the ωB97M-V functional and the def2-TZVPD basis",
  "symbols": ["C", "N", "N", "O", "O", "P", "H"],
  "positions_angstrom": [[1.664, 0.691, -0.019], [2.350, 0.934, -0.926], [-0.480, -0.238, -0.952], [-2.734, -0.730, 1.249], [-1.199, -1.072, -1.439], [-1.363, -0.317, 0.786], [1.761, 0.732, 1.301]],
  "nbo_charge": [-0.01, -0.30, -0.18, -0.93, -0.24, 1.36, 0.30],
  "e_above_lowest_kcal_mol": 40.7,
  "total_energy_ha": -639.8422,
  "lumo_energy_ha": [-0.05639, -0.07075],
  "total_charge": 0,
  "homo_lumo_gap_ev": [7.7, 9.9],
  "spin_multiplicity": 3
}

[14]
{
  "formula": "CHN2O5",
  "method": "the ωB97M-V functional and the def2-TZVPD basis",
  "symbols": ["C", "N", "N", "O", "O", "O", "O", "O", "H"],
  "positions_angstrom": [[1.365, -0.419, 1.498], [0.155, -0.280, -0.674], [-0.521, 0.769, -0.449], [0.401, -0.685, 2.110], [0.081, 1.719, 0.034], [2.370, -0.040, 1.145], [-1.817, 0.807, -0.587], [-0.595, -1.229, -1.433], [-1.439, -0.641, -1.645]],
  "nbo_charge": [1.05, -0.15, 0.52, -0.56, -0.55, -0.52, -0.64, -0.62, 0.47],
  "e_above_lowest_kcal_mol": 10.3,
  "total_energy_ha": -524.3555,
  "lumo_energy_ha": 0.13953,
  "total_charge": -1,
  "homo_lumo_gap_ev": 7.8
}

[15]
{
  "formula": "CHN3O2",
  "method": "the ωB97M-V functional and the def2-TZVPD basis",
  "symbols": ["C", "H", "N", "N", "N", "O", "O"],
  "positions_angstrom": [[-0.595, 0.124, -0.072], [-2.172, -0.856, 0.131], [0.154, 1.156, -0.017], [1.380, 0.596, 0.015], [1.381, -0.660, 0.061], [-1.885, 0.107, 0.044], [0.052, -1.049, -0.058]],
  "nbo_charge": [0.74, 0.51, -0.36, -0.03, 0.08, -0.61, -0.33],
  "e_above_lowest_kcal_mol": 34.7,
  "total_energy_ha": -353.3779,
  "lumo_energy_ha": 0.00505,
  "total_charge": 0,
  "homo_lumo_gap_ev": 11.3,
  "smiles": "Oc1nnno1"
}

[16]
{
  "formula": "CHN3O2S",
  "method": "the ωB97M-V functional and the def2-TZVPD basis",
  "symbols": ["C", "N", "N", "N", "O", "O", "S", "H"],
  "positions_angstrom": [[-1.318, 0.006, -0.001], [-0.493, 0.985, -0.277], [-1.086, -1.221, 0.331], [0.761, -1.261, -0.045], [1.881, 0.897, -1.072], [1.574, 0.264, 1.263], [1.047, 0.288, -0.107], [-2.366, 0.042, -0.092]],
  "nbo_charge": [0.16, -0.70, -0.15, -0.28, -0.81, -0.69, 2.23, 0.24],
  "e_above_lowest_kcal_mol": 172.1,
  "total_energy_ha": -751.3624,
  "lumo_energy_ha": [-0.16454, -0.16415],
  "total_charge": 0,
  "homo_lumo_gap_ev": [6.4, 6.4]
}

[17]
{
  "formula": "CHN3O3S",
  "method": "the ωB97M-V functional and the def2-TZVPD basis",
  "symbols": ["C", "N", "N", "N", "O", "O", "O", "S", "H"],
  "positions_angstrom": [[-1.096, -1.115, 1.447], [0.067, -0.878, 1.384], [2.321, 0.454, 0.822], [-0.901, 0.943, -2.540], [0.007, 0.228, -2.196], [-2.000, 1.191, -2.195], [-2.070, -1.489, 1.941], [1.461, -0.708, 0.357], [2.211, 1.374, 0.980]],
  "nbo_charge": [0.84, -0.78, -0.93, 0.52, -0.29, -0.24, -0.49, 0.99, 0.38],
  "e_above_lowest_kcal_mol": 149.9,
  "total_energy_ha": -826.6773,
  "lumo_energy_ha": [-0.03955, -0.06566],
  "total_charge": 0,
  "homo_lumo_gap_ev": [9.6, 6.7]
}

[18]
{
  "formula": "CHN3O4S",
  "method": "the ωB97M-V functional and the def2-TZVPD basis",
  "symbols": ["C", "N", "N", "N", "O", "O", "O", "O", "S", "H"],
  "positions_angstrom": [[1.628, -0.781, 0.569], [2.232, -1.264, 1.407], [1.133, -0.136, -0.394], [-2.510, 0.791, 0.372], [-1.945, 1.693, 0.978], [-1.785, 0.065, -0.451], [-0.149, -2.270, -1.119], [0.996, 1.290, -0.365], [-0.067, -0.928, -1.472], [0.467, 1.540, 0.476]],
  "nbo_charge": [0.33, -0.24, -0.36, 0.40, -0.38, -0.63, -0.76, -0.50, 1.64, 0.50],
  "e_above_lowest_kcal_mol": 55.1,
  "total_energy_ha": -901.8385,
  "lumo_energy_ha": [-0.10760, -0.10753],
  "total_charge": 0,
  "homo_lumo_gap_ev": [6.9, 6.9]
}

[19]
{
  "formula": "CHN4P3S",
  "method": "the ωB97M-V functional and the def2-TZVPD basis",
  "symbols": ["C", "N", "N", "N", "N", "P", "P", "P", "S", "H"],
  "positions_angstrom": [[0.905, 1.824, -0.664], [0.657, 0.870, -1.328], [0.360, -1.797, -1.124], [0.658, -1.195, 1.402], [-1.256, -0.075, 0.320], [-0.552, -0.423, -1.257], [0.781, -2.402, 0.324], [-0.336, -0.061, 1.697], [1.099, 3.075, 0.335], [-2.314, 0.183, 0.295]],
  "nbo_charge": [0.27, -0.75, -1.31, -1.40, -1.32, 1.37, 1.35, 1.39, -0.05, 0.45],
  "e_above_lowest_kcal_mol": 3.1,
  "total_energy_ha": -1680.0239,
  "lumo_energy_ha": -0.04888,
  "total_charge": 0,
  "homo_lumo_gap_ev": 7.7
}

[20]
{
  "formula": "CHN4S2",
  "method": "the ωB97M-V functional and the def2-TZVPD basis",
  "symbols": ["C", "N", "N", "N", "N", "S", "S", "H"],
  "positions_angstrom": [[1.096, 0.130, 0.018], [0.824, 1.370, 0.495], [-0.462, 1.552, 0.422], [-0.996, 0.481, -0.141], [-0.032, -0.422, -0.405], [-2.652, 0.382, -0.398], [0.028, -3.185, 0.079], [2.193, -0.307, -0.069]],
  "nbo_charge": [0.08, -0.34, -0.06, -0.12, -0.28, -0.32, -0.18, 0.21],
  "e_above_lowest_kcal_mol": 83.8,
  "total_energy_ha": -1053.9991,
  "lumo_energy_ha": [0.02314, 0.02315],
  "total_charge": -1,
  "homo_lumo_gap_ev": [4.3, 4.3]
}